Version w
DFT (ωB97M-V/def2-TZVPD) results for a molecular structure, C55H40Cl3F15Ge3N5O3STi.

E_HOMO (spin up / spin down)   -6.897 / -7.017 eV
LUMO level (spin up / spin down)   -0.012 / -0.066 Eh

```
! RIJCOSX wB97M-V def2-TZVPD def2/J DEFGRID3
* xyz 0 2
Ti 0.301 0.338 -0.228
O 0.705 -1.233 0.655
C 1.912 -1.915 0.560
C 2.921 -0.983 -0.038
C 4.281 -1.085 0.203
C 5.130 -0.161 -0.432
C 4.599 0.818 -1.207
C 3.142 0.971 -1.342
N 2.342 -0.070 -0.797
H -0.488 -2.200 0.486
H 1.811 -2.798 -0.088
H 2.257 -2.264 1.544
H 4.680 -1.871 0.819
H 6.198 -0.256 -0.317
H 5.213 1.504 -1.769
H 2.866 1.204 -2.377
Cl -6.467 2.466 2.251
C -4.947 1.714 1.934
C -3.936 2.445 1.327
C -2.746 1.810 1.053
Cl -1.431 2.614 0.302
C -2.480 0.458 1.353
O -1.342 -0.086 1.073
C -3.534 -0.212 2.005
Cl -3.295 -1.837 2.493
C -4.744 0.388 2.283
H -4.079 3.482 1.071
H -5.521 -0.180 2.771
C 1.381 3.700 4.715
Ge 0.753 3.649 2.804
C 2.030 4.836 1.809
C -0.954 4.710 2.689
Ge 0.706 1.085 2.265
C 2.529 0.516 2.981
C 2.824 -0.727 3.530
C 4.112 -1.062 3.911
C 5.143 -0.152 3.759
C 4.865 1.107 3.259
C 3.577 1.425 2.871
C -0.555 0.477 3.734
C -0.651 -0.832 4.195
C -1.558 -1.187 5.178
C -2.424 -0.241 5.701
C -2.375 1.059 5.232
C -1.447 1.406 4.265
H 1.494 4.732 5.033
H 2.343 3.210 4.818
H 0.684 3.210 5.385
H 1.901 5.829 2.233
H 1.817 4.897 0.745
H 3.070 4.551 1.929
H -1.028 5.335 3.573
H -1.853 4.111 2.619
H -0.917 5.357 1.820
H 2.036 -1.447 3.689
H 4.318 -2.035 4.332
H 6.149 -0.416 4.045
H 5.649 1.845 3.183
H 3.380 2.420 2.498
H -0.013 -1.597 3.775
H -1.602 -2.206 5.537
H -3.138 -0.518 6.463
H -3.054 1.810 5.614
H -1.410 2.430 3.922
C -2.022 -5.642 2.952
N -1.865 -4.711 1.868
C -2.703 -4.546 0.803
C -2.210 -3.519 0.055
N -1.082 -3.078 0.665
C -0.893 -3.802 1.756
H -3.026 -6.061 2.923
H -1.876 -5.129 3.903
H -1.294 -6.452 2.876
H -3.579 -5.138 0.650
H -2.610 -3.075 -0.835
H -0.072 -3.676 2.432
N 5.046 3.253 0.479
C 4.433 4.024 -0.475
O 4.901 5.099 -0.799
C 3.161 3.524 -1.031
C 2.576 4.189 -2.072
C 1.320 3.779 -2.549
C 0.629 2.802 -1.857
N 1.110 2.137 -0.812
C 2.513 2.287 -0.550
H 5.945 3.592 0.789
H 4.922 2.254 0.514
H 3.063 5.059 -2.482
H 0.854 4.282 -3.379
H -0.393 2.567 -2.152
H 2.713 2.101 0.511
F 0.859 0.353 -3.101
C 0.751 0.047 -4.425
C -0.409 -0.594 -4.837
C -0.487 -0.960 -6.176
F -1.573 -1.635 -6.574
C 0.527 -0.667 -7.072
F 0.442 -1.044 -8.351
C 1.662 0.027 -6.636
F 2.636 0.337 -7.500
C 1.777 0.378 -5.290
F 2.868 1.026 -4.853
Ge -1.805 -1.075 -3.501
S -1.791 0.087 -1.699
C -3.625 -0.909 -4.273
C -3.957 -0.008 -5.268
F -2.968 0.670 -5.869
C -5.273 0.231 -5.636
F -5.566 1.096 -6.613
C -6.302 -0.430 -4.966
F -7.574 -0.198 -5.299
C -5.997 -1.320 -3.937
F -6.982 -1.937 -3.274
C -4.668 -1.537 -3.615
F -4.348 -2.371 -2.606
C -1.343 -3.002 -3.261
C -1.954 -4.110 -3.851
F -2.994 -3.901 -4.668
C -1.525 -5.399 -3.603
F -2.137 -6.448 -4.164
C -0.448 -5.622 -2.730
F -0.048 -6.872 -2.446
C 0.201 -4.527 -2.150
F 1.215 -4.729 -1.285
C -0.240 -3.258 -2.446
F 0.386 -2.167 -1.903
*
```

Mulliken atomic charge list, values in e, 4 entries: number 1, Ti, carries -0.34; number 2, O, carries 0.89; number 3, C, carries -0.92; number 4, C, carries 0.51

=====

Version x
DFT (ωB97M-V/def2-TZVPD) results for a molecular structure, C55H40Cl3F15Ge3N5O3STi.

E_HOMO (spin up / spin down)   -5.491 / -5.530 eV
LUMO level (spin up / spin down)   -0.020 / -0.023 Eh

```
! RIJCOSX wB97M-V def2-TZVPD def2/J DEFGRID3
* xyz 0 2
Ti 0.325 -0.887 0.439
O 1.887 -0.462 1.945
C 2.704 -1.624 2.132
C 2.613 -2.610 0.974
C 3.406 -3.742 0.934
C 3.298 -4.624 -0.133
C 2.424 -4.307 -1.161
C 1.659 -3.164 -1.059
N 1.720 -2.337 -0.008
H 2.380 0.185 1.393
H 2.359 -2.120 3.042
H 3.745 -1.337 2.288
H 4.103 -3.930 1.740
H 3.882 -5.533 -0.162
H 2.324 -4.939 -2.031
H 0.952 -2.909 -1.839
Cl -6.159 -1.241 -4.093
C -4.988 -0.779 -2.897
C -3.904 -1.757 -2.631
C -2.765 -1.745 -1.782
Cl -1.843 -3.234 -1.892
C -2.325 -0.699 -0.772
O -1.298 -1.298 -0.106
C -4.073 0.523 -1.403
Cl -2.932 0.564 -0.595
C -5.092 0.471 -2.264
H -3.992 -2.660 -3.221
H -5.866 1.212 -2.397
C -4.190 1.644 3.340
Ge -2.911 0.324 2.513
C -3.364 0.536 0.731
C -3.985 -1.388 2.673
Ge -0.767 1.686 0.670
C -1.974 3.364 1.005
C -1.556 4.274 1.982
C -2.135 5.531 2.107
C -3.133 5.937 1.247
C -3.601 5.055 0.288
C -3.049 3.789 0.181
C 0.801 2.497 1.758
C 1.883 3.277 1.353
C 2.844 3.688 2.271
C 2.742 3.318 3.604
C 1.658 2.561 4.029
C 0.701 2.156 3.108
H -5.077 1.744 2.717
H -3.730 2.625 3.450
H -4.484 1.286 4.328
H -3.069 1.804 -0.582
H -1.867 0.907 -0.131
H -2.287 0.975 -1.581
H -5.018 -1.150 2.422
H -3.948 -1.806 3.681
H -3.619 -2.135 1.965
H -0.754 3.996 2.650
H -1.788 6.197 2.887
H -3.540 6.937 1.328
H -4.396 5.349 -0.387
H -3.415 3.100 -0.546
H 1.996 3.552 0.311
H 3.677 4.295 1.938
H 3.502 3.626 4.310
H 1.560 2.289 5.073
H -0.167 1.588 3.436
C -0.453 5.657 -3.098
N -0.598 4.275 -2.683
C -1.204 3.286 -3.404
C -1.206 2.174 -2.626
N -0.606 2.481 -1.402
C -0.254 3.753 -1.503
H -0.654 5.727 -4.163
H 0.556 6.013 -2.899
H -1.168 6.284 -2.565
H -1.603 3.450 -4.389
H -1.653 1.226 -2.835
H 0.233 4.293 -0.708
N -2.778 -6.106 2.491
C -1.610 -5.613 2.003
O -0.913 -6.207 1.206
C -1.216 -4.274 2.548
C -1.350 -3.911 3.884
C -0.893 -2.664 4.274
C -0.341 -1.818 3.330
N -0.213 -2.165 2.044
C -0.638 -3.375 1.670
H -3.130 -6.958 2.086
H -3.426 -5.520 2.987
H -1.782 -4.597 4.601
H -0.971 -2.340 5.302
H 0.040 -0.843 3.604
H -0.531 -3.656 0.630
F 0.123 -0.807 -2.563
C 0.663 -0.691 -3.785
C 2.033 -0.493 -3.882
C 2.561 -0.377 -5.158
F 3.876 -0.147 -5.285
C 1.777 -0.467 -6.291
F 2.308 -0.347 -7.508
C 0.412 -0.657 -6.156
F -0.358 -0.717 -7.236
C -0.155 -0.765 -4.896
F -1.473 -0.916 -4.786
Ge 3.125 -0.009 -2.293
S 1.939 0.769 -0.671
C 4.477 -1.398 -1.870
C 4.807 -2.450 -2.709
F 4.143 -2.591 -3.862
C 5.781 -3.375 -2.380
F 6.070 -4.385 -3.201
C 6.440 -3.275 -1.166
F 7.359 -4.174 -0.832
C 6.107 -2.258 -0.287
F 6.685 -2.197 0.915
C 5.138 -1.345 -0.652
F 4.810 -0.377 0.216
C 4.084 1.615 -2.923
C 5.437 1.860 -2.773
F 6.220 0.907 -2.247
C 6.011 3.064 -3.141
F 7.322 3.265 -3.002
C 5.213 4.078 -3.642
F 5.750 5.244 -3.984
C 3.850 3.873 -3.782
F 3.063 4.859 -4.228
C 3.316 2.649 -3.435
F 1.994 2.455 -3.588
*
```

Mulliken atomic charge list, values in e, 4 entries: number 1, Ti, carries -1.51; number 2, O, carries -0.18; number 3, C, carries -2.18; number 4, C, carries 1.39

=====

So which one wins? Going from most stable to least: version w, version x.

=====

Version w
DFT (ωB97M-V/def2-TZVPD) results for a gas-phase ion, C5H10NO2 (charge -1).

E_HOMO   -2.479 eV
LUMO level   0.127 Eh
SMILES   CC(=O)NCCC[O-]

```
! RIJCOSX wB97M-V def2-TZVPD def2/J DEFGRID3
* xyz -1 1
C 0.436 -2.383 1.136
C 0.004 -1.055 1.750
O -0.532 -0.987 2.836
N 0.328 0.106 1.054
C 0.576 0.139 -0.409
C -0.496 0.611 -1.297
C -0.623 2.338 -1.253
O -1.704 2.732 -1.868
H -0.424 -2.798 0.565
H 0.800 -3.095 1.846
H 1.271 -2.240 0.406
H 0.046 0.960 1.498
H 0.819 -0.844 -0.791
H 1.460 0.910 -0.514
H -0.180 0.225 -2.286
H -1.521 0.297 -0.922
H -0.767 2.497 -0.194
H 0.508 2.587 -1.557
*
```

natural (NBO) atomic charge list, values in e, 4 entries: number 1, C, carries -0.72; number 2, C, carries 0.68; number 3, O, carries -0.65; number 4, N, carries -0.63

=====

Version x
DFT (ωB97M-V/def2-TZVPD) results for 2 unconnected molecules or ions with the total composition C5H10NO2.

E_HOMO   -1.051 eV
LUMO level   0.017 Eh

```
! RIJCOSX wB97M-V def2-TZVPD def2/J DEFGRID3
* xyz -1 1
C -5.249 -0.115 -1.012
N -5.063 1.296 -1.253
C 21.558 -0.315 -0.301
O 20.678 -0.322 -1.089
O 22.705 -0.185 0.101
C -5.258 -0.371 0.514
C -4.058 0.356 1.170
C -2.703 -0.102 0.613
H -4.465 -0.750 -1.474
H -6.179 -0.576 -1.345
H -5.165 1.401 -2.279
H -5.232 -1.457 0.773
H -6.183 0.097 0.948
H -4.214 1.416 0.916
H -4.087 0.249 2.306
H -2.672 0.184 -0.435
H -2.578 -1.184 0.712
H -1.837 0.378 1.133
*
```

natural (NBO) atomic charge list, values in e, 4 entries: number 1, C, carries -0.22; number 2, N, carries -1.16; number 3, C, carries 1.01; number 4, O, carries -0.49

=====

Version y
DFT (ωB97M-V/def2-TZVPD) results for a gas-phase ion, C5H10NO2 (charge -1).

E_HOMO   -2.655 eV
LUMO level   0.147 Eh
SMILES   C=C([O-])NCCCO

```
! RIJCOSX wB97M-V def2-TZVPD def2/J DEFGRID3
* xyz -1 1
C -1.296 2.501 -0.561
C -0.252 1.567 -0.615
O 0.437 1.126 -1.567
N 0.505 1.244 0.768
C 0.024 -0.011 1.292
C 0.482 -1.325 0.649
C -0.021 -1.958 -0.559
O 0.948 -1.647 -1.594
H -1.905 2.947 -1.233
H -1.643 2.959 0.322
H 1.514 1.230 0.708
H -1.083 0.097 1.669
H 0.578 0.059 2.226
H 1.596 -1.120 0.596
H 0.560 -2.086 1.382
H -0.084 -3.083 -0.554
H -0.991 -1.680 -1.023
H 0.633 -0.821 -1.907
*
```

natural (NBO) atomic charge list, values in e, 4 entries: number 1, C, carries -0.79; number 2, C, carries 0.55; number 3, O, carries -0.81; number 4, N, carries -0.71

=====

Version z
DFT (ωB97M-V/def2-TZVPD) results for 2 unconnected molecules or ions with the total composition C5H10NO2.

E_HOMO   -3.148 eV
LUMO level   0.078 Eh

```
! RIJCOSX wB97M-V def2-TZVPD def2/J DEFGRID3
* xyz -1 1
C 0.580 1.840 0.884
O 0.150 2.431 -0.159
C 0.921 0.216 0.788
C -0.512 -0.390 0.505
C -1.013 -0.017 -0.800
C -1.211 -1.003 -1.810
O -1.185 -2.223 -1.648
N 1.455 -0.507 1.749
H -0.165 1.814 1.711
H 1.514 2.281 1.293
H 1.461 0.100 -0.191
H -1.166 -0.188 1.365
H -0.341 -1.465 0.522
H 1.966 -3.134 0.522
H -1.306 1.005 -0.983
H -1.576 -0.622 -2.786
H 2.420 -0.248 1.965
H 1.465 -2.747 0.139
*
```

natural (NBO) atomic charge list, values in e, 4 entries: number 1, C, carries 0.03; number 2, O, carries -0.65; number 3, C, carries -0.04; number 4, C, carries -0.46

=====

So which one wins? Going from most stable to least: version w, version x, version y, version z.

=====

Version w
DFT (ωB97M-V/def2-TZVPD) results for 9 unconnected molecules or ions with the total composition C9H36O9.

E_HOMO   -9.835 eV
LUMO level   0.011 Eh
SMILES   CO.CO.CO.CO.CO.CO.CO.CO.CO

```
! RIJCOSX wB97M-V def2-TZVPD def2/J DEFGRID3
* xyz 0 1
C -9.856 -42.343 -10.768
O -10.991 -42.472 -9.925
H -10.190 -41.787 -11.650
H -9.107 -41.724 -10.269
H -9.527 -43.315 -11.142
H -10.898 -43.261 -9.367
C -12.956 -40.548 -7.564
O -13.032 -40.628 -8.978
H -12.663 -41.504 -7.114
H -12.267 -39.769 -7.224
H -13.960 -40.321 -7.211
H -12.178 -40.931 -9.315
C -5.900 -40.868 -11.005
O -4.833 -40.029 -10.593
H -6.836 -40.552 -10.531
H -6.031 -40.840 -12.092
H -5.655 -41.877 -10.682
H -5.034 -39.134 -10.878
C -10.111 -46.757 -11.019
O -9.684 -46.909 -9.664
H -11.193 -46.856 -11.035
H -9.769 -45.801 -11.419
H -9.691 -47.539 -11.654
H -8.815 -47.312 -9.675
C -12.526 -43.857 -12.397
O -13.355 -43.897 -13.540
H -11.519 -43.686 -12.778
H -12.759 -43.027 -11.727
H -12.523 -44.796 -11.832
H -14.262 -44.059 -13.267
C -8.107 -43.813 -13.822
O -7.622 -44.899 -13.042
H -9.090 -43.476 -13.469
H -7.425 -42.965 -13.808
H -8.249 -44.179 -14.836
H -6.988 -44.568 -12.400
C -12.484 -45.035 -8.597
O -11.093 -44.766 -8.458
H -12.920 -44.471 -9.431
H -12.668 -46.098 -8.763
H -12.988 -44.720 -7.685
H -10.594 -45.455 -8.918
C -9.779 -38.645 -9.255
O -8.355 -38.509 -9.360
H -9.970 -39.519 -8.637
H -10.166 -37.734 -8.803
H -10.190 -38.831 -10.250
H -8.154 -37.640 -9.719
C -7.818 -41.657 -7.594
O -7.347 -42.101 -6.305
H -7.468 -40.626 -7.702
H -7.441 -42.332 -8.356
H -8.902 -41.579 -7.543
H -6.469 -42.474 -6.424
*
```

natural (NBO) atomic charge list, values in e, 4 entries: number 1, C, carries -0.26; number 2, O, carries -0.79; number 3, H, carries 0.18; number 4, H, carries 0.17

=====

Version x
DFT (ωB97M-V/def2-TZVPD) results for a molecular structure, C9H36O9.

E_HOMO   -8.056 eV
LUMO level   -0.006 Eh

```
! RIJCOSX wB97M-V def2-TZVPD def2/J DEFGRID3
* xyz 0 1
C 1.224 2.987 0.477
O 1.045 2.966 1.865
H 0.706 2.156 -0.001
H 0.929 3.960 0.082
H 2.270 2.865 0.196
H 0.115 2.897 2.091
C -0.880 -2.700 -2.639
O -0.091 -2.326 -1.525
H -1.698 -2.007 -2.837
H -0.256 -2.777 -3.529
H -1.451 -3.627 -2.587
H -0.725 -2.202 -0.815
C 0.161 -2.206 2.578
O -0.400 -0.919 2.269
H -0.237 -3.001 1.948
H 1.247 -2.196 2.479
H -0.061 -2.466 3.614
H -1.328 -0.972 2.508
C -1.831 3.122 0.041
O -1.972 1.880 0.700
H -2.828 3.440 -0.264
H -1.422 3.880 0.710
H -1.262 2.971 -0.876
H -2.213 1.208 0.059
C 0.219 0.052 -0.294
O 0.866 0.053 0.927
H -0.854 0.055 -0.104
H 0.408 0.975 -0.841
H 0.519 -0.716 -1.007
H 0.423 -0.517 1.559
C 0.259 0.258 -3.334
O 1.235 -0.174 -4.283
H 0.722 0.979 -2.660
H -0.654 0.641 -3.790
H -0.010 -0.613 -2.737
H 0.781 -0.925 -4.671
C 1.885 0.972 3.289
O 2.750 1.589 2.447
H 1.276 1.825 3.587
H 1.182 0.295 2.803
H 2.337 0.517 4.170
H 2.280 2.278 1.973
C 2.299 -2.876 0.714
O 3.685 -2.545 0.470
H 2.025 -3.713 0.072
H 2.200 -3.277 1.723
H 1.606 -2.043 0.594
H 3.714 -1.730 -0.038
C -3.618 0.046 -1.120
O -2.427 0.793 -1.004
H -3.606 -0.699 -1.916
H -3.724 -0.476 -0.169
H -4.500 0.686 -1.129
H -2.318 1.356 -1.774
*
```

natural (NBO) atomic charge list, values in e, 4 entries: number 1, C, carries -0.27; number 2, O, carries -0.74; number 3, H, carries 0.19; number 4, H, carries 0.16

=====

So which one wins? Going from most stable to least: version w, version x.

=====

Version w
DFT (ωB97M-V/def2-TZVPD) results for 2 unconnected molecules or ions with the total composition CH9N2O.

E_HOMO (spin up / spin down)   -20.667 / -20.658 eV
LUMO level (spin up / spin down)   -0.311 / -0.533 Eh

```
! RIJCOSX wB97M-V def2-TZVPD def2/J DEFGRID3
* xyz 2 2
O -1.644 -0.606 -1.125
H -2.271 0.024 -1.595
H -0.859 -0.228 0.496
H -2.178 -1.509 -1.143
N -0.080 -0.475 1.139
C 1.263 0.097 0.444
N 0.891 1.155 -0.330
H -0.078 -1.486 1.249
H -0.068 0.167 1.922
H 1.470 -0.859 -0.161
H 2.125 0.198 1.016
H 0.426 1.881 0.105
H 1.329 1.314 -1.216
*
```

natural (NBO) atomic charge list, values in e, 4 entries: number 1, O, carries -1.02; number 2, H, carries 0.53; number 3, H, carries 0.49; number 4, H, carries 0.54

=====

Version x
DFT (ωB97M-V/def2-TZVPD) results for 2 unconnected molecules or ions with the total composition CH9N2O.

E_HOMO (spin up / spin down)   -19.450 / -19.432 eV
LUMO level (spin up / spin down)   -0.314 / -0.550 Eh

```
! RIJCOSX wB97M-V def2-TZVPD def2/J DEFGRID3
* xyz 2 2
O -0.345 2.061 -1.867
H -1.135 2.091 -2.588
H 1.291 0.361 0.263
H 0.359 2.852 -1.989
N 0.495 -0.146 -0.254
C -0.427 -0.777 0.770
N 0.130 -1.610 1.811
H 0.982 -0.593 -1.028
H 0.077 0.639 -0.724
H -1.097 -1.345 0.188
H -0.721 0.040 1.342
H 0.730 -1.021 2.366
H 0.463 -2.558 1.588
*
```

natural (NBO) atomic charge list, values in e, 4 entries: number 1, O, carries -1.05; number 2, H, carries 0.55; number 3, H, carries 0.46; number 4, H, carries 0.54

=====

So which one wins? Going from most stable to least: version w, version x.